Entry 1
C2H5PS in the gas phase, computed with the ωB97M-V functional and the def2-TZVPD basis.

Last column: natural (NBO) charge in e.
Element x y z (Å)
C  1.034  -0.447  0.276  -0.63
C  -0.085  0.384  -0.277  -0.71
P  -1.757  -0.748  -0.071  0.60
S  -3.235  0.511  0.114  -0.37
H  0.940  -0.733  1.246  0.21
H  1.384  -1.332  -0.413  0.22
H  2.001  0.267  0.253  0.21
H  -0.141  0.739  -1.359  0.24
H  -0.141  1.359  0.230  0.23

## Properties
**SMILES**: CCP=S
**Orbital gap**: 7.23 eV

Entry 2
2 unconnected molecules or ions with the total composition C2H5PS, computed with the ωB97M-V functional and the def2-TZVPD basis.

Last column: natural (NBO) charge in e.
Element x y z (Å)
P  0.118  0.140  -1.397  0.75
S  0.358  1.978  -0.972  -0.56
H  -1.054  -0.396  -1.167  -0.06
H  0.445  -0.242  -2.591  -0.06
H  0.846  -0.793  -0.832  -0.06
C  0.313  -0.481  1.979  -0.23
C  -0.525  0.158  1.444  -0.23
H  0.771  -0.956  2.717  0.21
H  -1.272  0.592  0.818  0.24

## Properties
**SMILES**: [PH3]=S.C#C
**Orbital gap**: 9.76 eV

It comes down to entry 1, which is 242.7 kJ/mol more stable than the next structure.

Entry 1
4 unconnected molecules or ions with the total composition C2H11NO4, computed with the ωB97M-V functional and the def2-TZVPD basis.

Last column: natural (NBO) charge in e.
Element x y z (Å)
C  0.960  0.630  -1.970  -0.72
C  0.349  -0.668  -1.490  0.69
N  -0.179  -0.628  -0.239  -0.83
O  0.205  -1.644  -2.204  -0.65
H  1.306  1.225  -1.129  0.23
H  0.247  1.108  -2.631  0.24
H  1.802  0.365  -2.613  0.24
H  0.097  0.046  0.471  0.40
H  -0.459  -1.514  0.154  0.41
O  -0.959  2.389  2.954  -0.93
H  -1.449  1.886  2.296  0.47
H  -1.181  1.948  3.783  0.46
O  -1.913  -3.079  -0.878  -0.98
H  -2.856  -2.918  -0.807  0.47
H  -1.542  -2.874  -1.745  0.51
O  1.548  1.244  1.750  -0.94
H  2.115  1.972  2.026  0.48
H  1.907  0.513  2.271  0.47

## Properties
**SMILES**: CC(N)=O.O.O.O
**Orbital gap**: 10.05 eV

Entry 2
4 unconnected molecules or ions with the total composition C2H11NO4, computed with the ωB97M-V functional and the def2-TZVPD basis.

Last column: natural (NBO) charge in e.
Element x y z (Å)
C  2.528  -0.538  1.779  -0.43
N  1.461  -0.187  0.882  -0.64
C  0.816  -1.205  0.183  0.53
O  0.209  -1.246  -0.920  -0.63
H  3.461  -0.621  1.184  0.20
H  2.503  0.188  2.629  0.21
H  2.555  -1.579  2.172  0.21
H  1.363  0.810  0.915  0.42
H  0.636  -2.088  0.825  0.13
O  -2.332  1.692  -0.259  -0.98
H  -2.667  0.800  -0.420  0.50
H  -2.834  2.012  0.524  0.47
O  -2.314  -1.219  -0.433  -0.96
H  -1.418  -1.076  -0.393  0.48
H  -2.559  -1.538  -1.292  0.48
O  -0.151  2.033  -2.747  -0.95
H  -1.135  2.393  -2.576  0.48
H  -0.121  1.369  -2.055  0.47

## Properties
**SMILES**: CNC=O.O.O.O
**Orbital gap**: 10.89 eV

Entry 3
4 unconnected molecules or ions with the total composition C2H11NO4, computed with the ωB97M-V functional and the def2-TZVPD basis.

Last column: natural (NBO) charge in e.
Element x y z (Å)
C  -0.160  1.462  -1.780  -0.75
C  -0.119  0.221  -0.894  0.69
N  1.167  -0.169  -0.611  -0.83
O  -1.125  -0.413  -0.694  -0.62
H  0.242  1.126  -2.743  0.24
H  0.288  2.415  -1.516  0.23
H  -1.182  1.680  -2.096  0.24
H  1.848  0.556  -0.490  0.39
H  1.373  -0.982  -0.054  0.40
O  1.588  -2.011  2.250  -0.94
H  2.092  -2.776  1.909  0.47
H  0.673  -2.235  2.092  0.47
O  -1.463  -3.059  0.105  -0.94
H  -1.113  -2.952  0.993  0.44
H  -1.037  -2.336  -0.386  0.49
O  -0.841  2.855  1.505  -0.93
H  -1.021  3.750  1.798  0.47
H  -1.210  2.868  0.611  0.47

## Properties
**SMILES**: CC(N)=O.O.O.O
**Orbital gap**: 10.79 eV

Entry 4
4 unconnected molecules or ions with the total composition C2H11NO4, computed with the ωB97M-V functional and the def2-TZVPD basis.

Last column: natural (NBO) charge in e.
Element x y z (Å)
N  -0.471  0.580  0.053  -0.83
C  -0.889  -0.008  1.367  -0.35
C  0.197  0.340  2.400  0.45
O  0.741  1.390  2.527  -0.50
H  -0.550  1.592  0.186  0.36
H  -1.302  0.520  -0.540  0.35
H  -1.845  0.455  1.653  0.20
H  -0.962  -1.072  1.176  0.23
H  0.411  -0.522  3.058  0.10
O  0.699  3.820  -1.042  -0.93
H  1.417  3.710  -1.655  0.47
H  -0.077  3.717  -1.601  0.46
O  0.184  -3.228  0.232  -0.95
H  0.776  -2.600  -0.172  0.47
H  -0.167  -3.783  -0.458  0.48
O  0.221  -1.746  -2.469  -0.94
H  1.028  -2.072  -2.870  0.46
H  0.588  -1.095  -1.846  0.48

## Properties
**SMILES**: NCC=O.O.O.O
**Orbital gap**: 10.22 eV

It comes down to entry 1, which is 32.9 kJ/mol more stable than the next structure.

Entry 1
C2H4N4O2 in the gas phase, computed with the ωB97M-V functional and the def2-TZVPD basis.

Last column: natural (NBO) charge in e.
Element x y z (Å)
H  -0.488  2.203  -0.078  0.33
N  0.408  1.697  0.048  -0.70
C  -0.067  0.507  0.036  0.30
C  -1.376  -0.346  0.125  0.38
O  -2.690  0.067  0.154  -0.66
N  -1.169  -1.561  -0.050  -0.10
O  0.165  -1.804  0.098  -0.16
N  0.797  -0.587  -0.005  -0.02
N  2.199  -0.396  0.055  -0.69
H  -2.863  0.633  -0.605  0.49
H  2.554  -0.368  -0.879  0.41
H  2.528  -0.046  1.103  0.43

## Properties
**SMILES**: [H]/N=c1\c(O)non1N
**Orbital gap**: 9.25 eV

Entry 2
C2H4N4O2 in the gas phase, computed with the ωB97M-V functional and the def2-TZVPD basis.

Last column: natural (NBO) charge in e.
Element x y z (Å)
N  -1.201  0.452  2.259  -0.78
C  -0.615  0.200  1.028  0.66
N  0.569  0.504  0.511  -0.41
N  0.513  0.620  -0.891  -0.16
N  1.915  -0.173  -1.261  -0.71
C  -0.607  -0.156  -1.244  0.85
O  -0.982  -0.621  -2.351  -0.52
O  -1.445  -0.519  0.068  -0.54
H  -0.570  0.735  2.895  0.40
H  -1.886  -0.226  2.465  0.40
H  2.400  0.490  -2.113  0.40
H  1.910  -1.305  -1.367  0.40

## Properties
**SMILES**: Nc1nn(N)c(=O)o1
**Orbital gap**: 9.31 eV

It comes down to entry 2, which is 119.5 kJ/mol more stable than the next structure.

Entry 1
2 unconnected molecules or ions with the total composition C2H4N4O2, computed with the ωB97M-V functional and the def2-TZVPD basis.

Last column: natural (NBO) charge in e.
Element x y z (Å)
C  -1.349  0.338  -0.504  -0.34
C  -0.704  -0.509  0.560  -0.34
N  -0.806  1.702  -0.358  -0.09
N  0.228  1.609  0.349  -0.04
N  0.392  0.434  0.860  -0.15
N  2.168  -0.453  -0.175  0.59
O  1.783  -1.510  -0.583  -0.32
O  3.160  0.082  0.064  -0.23
H  -0.998  0.028  -1.553  0.23
H  -2.411  0.346  -0.439  0.23
H  -1.243  -0.589  1.434  0.22
H  -0.220  -1.480  0.344  0.25

## Properties
**Orbital gap (alpha / beta)**: 7.88 / 8.84 eV

Entry 2
C2H4N4O2 in the gas phase, computed with the ωB97M-V functional and the def2-TZVPD basis.

Last column: natural (NBO) charge in e.
Element x y z (Å)
H  -0.484  -1.671  -2.027  0.37
N  -0.395  -1.596  -1.007  -0.76
C  -0.357  -0.444  -0.497  0.32
C  -0.491  -0.395  0.949  0.43
O  -0.681  -1.348  1.718  -0.63
N  0.017  0.688  1.455  -0.29
N  0.459  1.581  0.380  -0.30
N  0.166  0.816  -0.782  0.03
O  0.837  0.891  -1.820  -0.53
H  -0.657  -2.346  1.213  0.53
H  1.497  1.759  0.523  0.36
H  1.750  0.523  -1.928  0.46

## Properties
**SMILES**: [H]/N=c1/c(O)n[nH]n1O
**Orbital gap**: 8.80 eV

Entry 3
C2H4N4O2 in the gas phase, computed with the ωB97M-V functional and the def2-TZVPD basis.

Last column: natural (NBO) charge in e.
Element x y z (Å)
O  -2.605  -0.425  0.156  -0.55
N  -1.734  0.520  -0.405  -0.31
C  -0.401  0.361  -0.043  0.48
N  0.398  1.351  -0.021  -0.35
N  1.758  1.007  0.234  -0.31
C  2.097  -0.202  0.035  0.34
O  1.265  -1.243  -0.302  -0.36
N  -0.033  -0.967  0.260  -0.36
H  -2.572  -0.287  1.130  0.46
H  -2.081  1.480  -0.309  0.38
H  3.138  -0.542  0.075  0.19
H  -0.677  -1.648  -0.162  0.40

## Properties
**SMILES**: ONC1=NN=CON1
**Orbital gap**: 9.31 eV

It comes down to entry 3, which is 84.4 kJ/mol more stable than the next structure.